Entry 1:
45
Properties=species:S:1:pos:R:3 method="wB97M-V/def2-TZVPD" e_homo_ha="-0.51113 / -0.57391" multiplicity=6 charge=+2 orbital_gap_ev="5.901 / 6.494"
C -1.66946 -0.92212 -4.28391
C -1.23979 -0.70759 -2.90076
H -2.73157 -1.21231 -4.35366
H -1.03386 -1.70421 -4.75568
H -1.46940 -0.03401 -4.90059
O -1.72049 -0.61204 -1.78581
Cl 1.16886 0.45934 -3.44277
Ru 0.71886 -0.12720 -1.19153
P 0.38517 -2.11666 -0.30276
C -0.86916 -2.12044 0.93954
C -0.16481 -3.26630 -1.54950
H -0.04521 -4.26557 -1.12543
H 1.81861 -3.97123 0.01418
H 0.45131 -3.17348 -2.45157
H 2.72956 -2.44178 0.20092
H -1.81863 -1.82422 0.50405
H -1.22137 -3.08197 -1.77896
C 1.78835 -2.95750 0.44006
H -0.96025 -3.13439 1.32082
H 1.64807 -3.03223 1.52998
H -0.64115 -1.44729 1.76421
P -0.48753 1.72342 -0.56961
C -1.36069 1.56540 0.96161
C 0.62628 3.12950 -0.51434
H -1.31721 2.36664 -2.74330
H -2.07348 3.27379 -1.40513
H -2.58411 1.60179 -1.73071
C -1.73168 2.28732 -1.72781
H 1.61585 2.84633 -0.91632
H 0.18897 3.95818 -1.10957
H -1.66543 2.56125 1.32371
H -0.75666 1.08458 1.74686
H 0.74665 3.46882 0.52940
H -2.26399 0.95795 0.82303
Cl 2.98563 -0.72181 -1.44064
N 1.84264 -0.15491 3.49324
C 2.79959 0.77820 2.78955
C 2.40858 0.87130 1.34260
O 1.46944 0.04497 0.95926
O 2.96639 1.73277 0.64317
H 0.91431 0.20812 3.43934
H 2.12238 -0.21512 4.51300
H 1.90320 -1.10208 3.08470
H 2.72570 1.74603 3.29134
H 3.81513 0.40367 2.87401

Entry 2:
10
Properties=species:S:1:pos:R:3 method="wB97M-V/def2-TZVPD" e_homo_ha=-0.31071 multiplicity=1 orbital_gap_ev=8.272
C 0.43162 -1.68873 -0.11950
C 0.88679 -0.23794 -0.18957
H -1.53847 2.10561 -0.63337
H -0.32380 2.16125 1.14667
H 1.06865 -2.55315 -0.23975
N -0.56995 1.71214 -0.11941
N -0.28795 0.48707 -0.11908
N -0.82524 -1.63232 0.07393
O -1.30019 -0.42888 0.15052
S 2.45853 0.07497 0.04957

Entry 3:
13
Properties=species:S:1:pos:R:3 method="wB97M-V/def2-TZVPD" e_homo_ha="-0.30296 / -0.30297" multiplicity=1 orbital_gap_ev="8.191 / 8.192"
N -0.59221 -0.73648 0.85821
C -0.81346 0.15724 -0.12212
N -1.33374 1.35464 0.32639
C 1.95520 -0.07594 0.02986
O -0.30479 -1.99598 0.31769
N 1.51565 -0.11777 1.14976
N -0.30061 -0.01940 -1.33311
H -0.17875 -2.52515 1.11486
H -1.70500 1.98430 -0.36471
H -1.84454 1.31032 1.19400
H -0.41683 0.79788 -1.92847
H 1.03310 -0.13739 -0.93995
H 2.98598 0.00373 -0.30244